[1]
Formula: C48H132N12O12
Source: the Open Molecules 2025 dataset
Level of theory: ωB97M-V/def2-TZVPD

* highest occupied orbital energy: -9.14 eV
* E_LUMO: 0.3 eV
* structure (SMILES): COC[C@H](C)N.COC[C@H](C)N.COC[C@H](C)N.COC[C@H](C)N.COC[C@H](C)N.COC[C@H](C)N.COC[C@H](C)N.COC[C@H](C)N.COC[C@H](C)N.COC[C@H](C)N.COC[C@H](C)N.COC[C@H](C)N
* relative energy (zero: lowest compared OMol25 entry of this formula, charge and spin): 644.4 kJ/mol

```
! wB97M-V def2-TZVPD RIJCOSX def2/J DEFGRID3
* xyz 0 1
C -15.868 -13.805 -4.787
C -14.999 -12.808 -5.494
C -15.600 -12.404 -6.870
O -15.284 -13.413 -7.744
C -15.629 -13.044 -9.112
N -14.848 -11.641 -4.545
H -16.095 -14.597 -5.501
H -16.784 -13.360 -4.399
H -15.327 -14.328 -3.999
H -14.062 -13.305 -5.744
H -15.226 -11.419 -7.151
H -16.685 -12.307 -6.840
H -16.707 -13.135 -9.245
H -15.144 -13.818 -9.707
H -15.227 -12.134 -9.558
H -14.228 -11.922 -3.799
H -14.222 -11.031 -5.052
C -11.802 -26.018 -3.179
C -11.338 -27.330 -2.500
C -9.824 -27.556 -2.467
O -9.380 -27.575 -3.850
C -9.525 -28.779 -4.562
N -11.974 -27.321 -1.189
H -11.571 -25.150 -2.562
H -12.886 -26.084 -3.273
H -11.440 -25.997 -4.206
H -11.835 -28.184 -2.960
H -9.541 -28.502 -2.006
H -9.261 -26.732 -2.027
H -10.565 -28.960 -4.833
H -9.049 -29.668 -4.149
H -9.063 -28.727 -5.548
H -11.707 -28.206 -0.782
H -11.575 -26.627 -0.574
C -22.961 -22.661 2.343
C -24.009 -22.885 1.252
C -23.369 -23.186 -0.114
O -22.606 -22.011 -0.495
C -21.933 -22.305 -1.692
N -24.869 -23.925 1.726
H -22.366 -23.570 2.263
H -23.262 -22.479 3.375
H -22.323 -21.811 2.101
H -24.593 -21.982 1.075
H -24.137 -23.204 -0.886
H -22.828 -24.130 -0.180
H -21.347 -21.486 -2.107
H -22.622 -22.488 -2.516
H -21.248 -23.138 -1.537
H -25.320 -23.737 2.610
H -24.203 -24.673 1.857
C -15.602 -27.331 4.324
C -16.616 -27.620 3.271
C -17.482 -26.421 3.006
O -16.755 -25.235 2.583
C -17.642 -24.157 2.265
N -15.874 -28.074 2.119
H -16.002 -26.997 5.281
H -15.028 -26.463 4.000
H -14.988 -28.175 4.642
H -17.210 -28.485 3.566
H -18.060 -26.234 3.911
H -18.252 -26.570 2.248
H -18.174 -23.829 3.158
H -18.344 -24.442 1.482
H -16.991 -23.357 1.913
H -15.146 -27.431 1.840
H -16.465 -27.992 1.305
C -17.045 -21.926 -3.325
C -16.281 -20.664 -3.632
C -16.817 -19.440 -2.995
O -18.000 -19.051 -3.687
C -18.819 -18.142 -2.949
N -14.874 -20.876 -3.275
H -17.293 -21.883 -2.265
H -16.450 -22.832 -3.442
H -17.980 -21.897 -3.885
H -16.261 -20.479 -4.706
H -16.045 -18.700 -3.203
H -16.951 -19.525 -1.917
H -18.209 -17.254 -2.787
H -19.082 -18.511 -1.958
H -19.703 -17.801 -3.489
H -14.558 -21.548 -3.959
H -14.893 -21.446 -2.441
C -22.756 -16.136 0.889
C -24.049 -16.842 1.080
C -25.323 -15.896 1.127
O -25.216 -15.334 2.364
C -26.332 -14.608 2.769
N -24.154 -17.799 -0.010
H -21.965 -16.884 0.926
H -22.526 -15.360 1.619
H -22.794 -15.608 -0.064
H -23.940 -17.380 2.022
H -26.212 -16.527 1.089
H -25.245 -15.175 0.314
H -27.313 -15.038 2.569
H -26.426 -13.556 2.499
H -26.278 -14.495 3.852
H -23.410 -18.480 0.037
H -25.026 -18.292 0.117
C -23.211 -11.952 -9.988
C -21.749 -11.755 -9.573
C -21.090 -12.664 -8.444
O -21.837 -12.691 -7.250
C -21.115 -13.377 -6.219
N -21.006 -11.840 -10.865
H -23.899 -11.804 -9.155
H -23.355 -12.980 -10.320
H -23.505 -11.283 -10.797
H -21.671 -10.697 -9.320
H -20.063 -12.307 -8.362
H -21.004 -13.721 -8.697
H -21.586 -13.357 -5.236
H -20.125 -12.923 -6.175
H -20.882 -14.420 -6.436
H -21.006 -12.823 -11.099
H -20.082 -11.452 -10.742
C -24.701 -16.920 -5.560
C -25.300 -16.701 -6.959
C -26.217 -15.487 -7.130
O -27.565 -15.746 -6.725
C -28.306 -16.618 -7.626
N -24.157 -16.600 -7.908
H -25.435 -16.604 -4.818
H -23.851 -16.293 -5.290
H -24.435 -17.961 -5.376
H -25.824 -17.613 -7.246
H -26.302 -15.131 -8.157
H -25.831 -14.565 -6.696
H -27.917 -17.636 -7.613
H -28.488 -16.132 -8.584
H -29.311 -16.729 -7.220
H -23.531 -17.306 -7.548
H -23.642 -15.774 -7.639
C -17.983 -18.029 -7.926
C -19.014 -19.128 -8.308
C -18.425 -20.540 -8.609
O -19.403 -21.226 -9.319
C -18.785 -22.364 -9.924
N -20.050 -19.159 -7.310
H -17.259 -17.811 -8.711
H -17.427 -18.229 -7.010
H -18.511 -17.119 -7.641
H -19.490 -18.814 -9.237
H -18.184 -21.062 -7.683
H -17.474 -20.462 -9.136
H -18.312 -22.985 -9.163
H -18.143 -22.050 -10.747
H -19.563 -22.988 -10.367
H -19.538 -19.261 -6.445
H -20.629 -19.983 -7.380
C -13.498 -21.338 1.519
C -12.917 -22.721 1.264
C -12.443 -23.479 2.494
O -11.634 -24.593 2.172
C -11.036 -25.332 3.304
N -13.924 -23.508 0.535
H -13.868 -20.853 0.615
H -12.680 -20.685 1.822
H -14.355 -21.299 2.191
H -12.107 -22.520 0.563
H -13.265 -23.766 3.150
H -11.878 -22.764 3.092
H -10.309 -26.091 3.017
H -11.807 -25.798 3.917
H -10.478 -24.641 3.936
H -13.531 -24.375 0.199
H -14.710 -23.801 1.098
C -12.351 -17.741 -6.515
C -12.243 -18.345 -7.911
C -12.859 -19.772 -7.884
O -12.257 -20.648 -6.878
C -11.041 -21.236 -7.406
N -12.870 -17.403 -8.815
H -11.943 -18.470 -5.814
H -13.379 -17.527 -6.225
H -11.733 -16.843 -6.488
H -11.203 -18.414 -8.232
H -12.793 -20.257 -8.858
H -13.925 -19.630 -7.706
H -11.053 -21.572 -8.442
H -10.646 -22.066 -6.820
H -10.219 -20.520 -7.380
H -12.290 -16.577 -8.777
H -13.707 -16.975 -8.445
C -19.927 -31.238 -0.284
C -20.582 -29.941 0.123
C -20.076 -28.773 -0.840
O -18.649 -28.543 -0.802
C -18.242 -27.519 -1.705
N -22.043 -30.146 0.015
H -20.074 -31.517 -1.327
H -20.252 -32.060 0.354
H -18.857 -31.112 -0.117
H -20.167 -29.779 1.118
H -20.594 -27.858 -0.553
H -20.385 -29.064 -1.844
H -17.325 -27.110 -1.279
H -18.837 -26.606 -1.678
H -18.006 -27.838 -2.720
H -22.092 -30.354 -0.972
H -22.281 -31.073 0.337
*
```



[2]
Formula: C26H17F4NO4S
Source: the Open Molecules 2025 dataset
Level of theory: ωB97M-V/def2-TZVPD

* highest occupied orbital energy: -7.09 eV
* E_LUMO: -3.8 eV

```
! wB97M-V def2-TZVPD RIJCOSX def2/J DEFGRID3
* xyz 0 1
F 1.143 -3.727 1.813
C 1.731 -3.000 0.797
C 2.069 -3.676 -0.372
C 2.761 -2.931 -1.330
F 3.153 -3.579 -2.484
C 3.097 -1.602 -1.153
C 2.774 -0.926 0.069
C 3.220 0.416 0.241
C 2.524 1.522 0.815
C 2.650 2.804 0.188
C 2.086 3.925 0.766
F 2.219 5.150 0.145
C 1.370 3.885 1.967
C 1.165 2.618 2.512
F 0.419 2.529 3.669
C 1.687 1.452 1.971
C 2.017 -1.662 1.031
H 1.877 -4.738 -0.501
H 3.615 -1.061 -1.946
H 4.134 0.675 -0.308
H 3.189 2.892 -0.758
H 1.028 4.787 2.459
H 1.499 0.503 2.459
H 1.731 -1.208 1.972
C 5.224 -5.199 3.621
C 6.363 -4.626 4.195
C 6.905 -3.446 3.673
C 6.305 -2.818 2.572
S 7.065 -1.334 1.854
C 6.167 0.085 2.270
C 6.752 1.361 2.446
C 6.107 2.304 3.320
C 6.585 3.580 3.516
C 7.692 4.037 2.765
N 8.034 5.421 2.733
O 8.987 5.786 2.002
O 7.369 6.235 3.418
C 8.399 3.131 1.939
C 7.942 1.839 1.776
O 8.343 -1.268 2.534
O 7.013 -1.561 0.427
C 5.192 -3.420 1.974
C 4.649 -4.598 2.499
H 4.784 -6.103 4.035
H 6.843 -5.097 5.054
H 7.803 -3.013 4.103
H 5.090 -0.056 2.398
H 5.218 1.957 3.839
H 6.126 4.257 4.236
H 9.295 3.503 1.445
H 8.459 1.178 1.087
H 4.765 -2.965 1.086
H 3.774 -5.052 2.028
*
```